{"formula": "C33H39GeN2O2ReSSb", "method": "ωB97M-V/def2-TZVPD", "symbols": ["Re", "Sb", "Ge", "S", "O", "O", "N", "N", "C", "C", "C", "C", "C", "C", "C", "C", "C", "C", "C", "C", "C", "C", "C", "C", "C", "C", "C", "C", "C", "C", "C", "C", "C", "C", "C", "C", "C", "C", "C", "C", "C", "H", "H", "H", "H", "H", "H", "H", "H", "H", "H", "H", "H", "H", "H", "H", "H", "H", "H", "H", "H", "H", "H", "H", "H", "H", "H", "H", "H", "H", "H", "H", "H", "H", "H", "H", "H", "H", "H", "H"], "xyz": [[-0.3145, -0.5466, 0.1043], [-1.0885, -1.2527, -2.4047], [-1.9312, 1.7386, 3.6055], [-0.2799, -2.3690, 1.4560], [-1.4973, 3.3138, -0.2050], [-0.7448, 1.1900, 0.1218], [1.1987, -4.4146, 2.1690], [2.4166, -2.5029, 1.7855], [2.6548, -0.3747, -0.9448], [1.3353, -0.5487, -0.4711], [-0.6498, 0.3507, 4.1748], [-4.6903, 3.4503, 7.0079], [-4.1375, -0.1474, -0.2052], [-3.3609, -0.9630, 0.6281], [4.4507, 1.1036, -1.5624], [-3.7581, 1.7113, 1.2812], [1.1623, -1.5676, 5.1498], [-1.8782, 0.4736, -3.3213], [3.4310, -1.4918, -1.3109], [-4.4482, 2.1893, 4.9757], [-0.8441, 3.2425, 2.8884], [-2.9426, 0.9434, 2.1024], [2.3465, -5.2127, 2.6213], [-2.7846, -0.4140, 1.7756], [0.7289, 0.5781, 4.1504], [3.1716, 0.9284, -1.0758], [-2.5541, -2.7720, -2.3984], [1.2790, -3.1604, 1.8103], [5.2128, -0.0053, -1.9218], [0.0548, 2.9712, 1.6631], [4.7063, -1.2988, -1.7983], [-0.7885, 2.6844, 0.4637], [-5.2562, 2.7113, 5.9722], [-1.0981, -0.8533, 4.7269], [0.5170, -1.9663, -3.5650], [1.6301, -0.3686, 4.6294], [-0.2076, -1.8073, 5.2014], [-4.3449, 1.1752, 0.1358], [-3.0675, 2.4037, 5.0089], [-2.5049, 3.1447, 6.0554], [-3.3139, 3.6647, 7.0496], [2.6913, -0.1450, 4.6414], [0.1408, -2.1378, -4.5735], [-2.2889, 0.1699, -4.2843], [0.6405, 3.8580, 1.4051], [-2.6599, 0.8836, -2.6858], [-6.3251, 2.5447, 5.9434], [2.4307, -1.5149, 1.6066], [6.2144, 0.1393, -2.3068], [1.3143, -1.2271, -3.5936], [-2.2915, -1.0614, 2.4915], [0.8814, -2.9036, -3.1507], [-0.5850, -2.7118, 5.6636], [-1.5064, 4.0826, 2.6764], [-1.4340, 3.3132, 6.1084], [-3.3235, -2.0373, 0.4628], [2.0187, -6.2384, 2.7523], [-3.9428, 2.7547, 1.5154], [-0.2012, 3.5669, 3.7085], [-1.0851, 1.2040, -3.4657], [-4.6450, -0.5578, -1.0679], [0.7396, 2.1462, 1.8370], [4.8596, 2.0994, -1.6684], [-4.9009, 1.6117, 4.1767], [2.7157, -4.8326, 3.5747], [5.3126, -2.1461, -2.0898], [3.0207, -2.4904, -1.2199], [3.1360, -5.1983, 1.8699], [-2.9029, -2.8705, -3.4273], [-4.9840, 1.7970, -0.4790], [1.1231, 1.5236, 3.7942], [0.2831, -4.8385, 2.2012], [-2.8771, 4.2376, 7.8571], [1.8565, -2.2834, 5.5764], [-5.3217, 3.8590, 7.7858], [2.5651, 1.7822, -0.7990], [-2.1087, -3.7097, -2.0732], [-2.1620, -1.0408, 4.8368], [3.2734, -2.9288, 2.1117], [-3.3818, -2.4959, -1.7552]], "forces_ev_per_angstrom": [[-0.3, -0.1, -0.3], [0.0, 0.0, 0.0], [0.2, 0.0, 0.1], [0.0, -0.1, 0.4], [0.0, 0.2, -0.1], [-0.1, 0.7, 0.3], [0.1, 0.0, 0.0], [0.1, -0.2, 0.0], [-0.2, -0.1, 0.0], [0.2, -0.1, 0.1], [0.0, 0.1, 0.1], [0.1, -0.1, -0.1], [0.1, -0.1, 0.0], [0.0, 0.0, -0.1], [0.0, 0.0, 0.0], [0.1, 0.1, 0.1], [0.0, 0.0, 0.0], [0.0, 0.0, 0.0], [0.1, 0.0, 0.0], [0.2, 0.0, 0.0], [0.0, -0.1, 0.0], [0.0, -0.1, 0.0], [0.0, 0.0, 0.0], [0.1, 0.0, 0.1], [0.0, 0.0, -0.2], [0.0, 0.1, 0.0], [0.1, 0.0, -0.1], [-0.1, 0.1, -0.1], [0.0, 0.0, 0.0], [-0.2, 0.1, -0.1], [0.0, 0.0, 0.0], [0.1, -0.5, 0.0], [0.0, 0.2, 0.3], [-0.1, 0.0, 0.0], [0.0, 0.0, 0.0], [0.0, 0.0, 0.0], [0.0, 0.0, 0.0], [-0.1, 0.0, -0.1], [-0.1, 0.0, 0.0], [0.0, -0.2, -0.2], [-0.3, 0.0, 0.1], [0.0, 0.0, 0.0], [0.0, 0.0, 0.0], [0.0, 0.0, 0.0], [0.0, 0.0, 0.0], [0.0, 0.0, 0.0], [0.0, 0.0, 0.0], [0.0, 0.2, 0.0], [0.0, 0.0, 0.0], [0.0, 0.0, 0.0], [0.0, 0.0, 0.0], [0.0, 0.0, 0.0], [0.0, 0.0, 0.0], [0.0, 0.0, 0.0], [0.0, 0.0, 0.0], [0.0, 0.1, 0.0], [0.0, 0.0, 0.0], [0.0, 0.0, 0.0], [0.0, 0.0, 0.0], [0.0, 0.0, 0.0], [0.0, -0.1, -0.1], [0.0, -0.1, 0.0], [0.0, 0.0, 0.0], [0.0, 0.0, 0.0], [0.0, 0.0, 0.0], [0.0, 0.0, 0.0], [0.0, 0.0, 0.0], [0.0, 0.0, 0.0], [0.0, 0.0, 0.0], [0.0, 0.0, 0.0], [0.0, 0.0, 0.1], [0.0, 0.0, 0.0], [0.0, 0.0, 0.0], [0.0, 0.0, 0.0], [0.0, 0.0, 0.0], [0.0, 0.0, 0.0], [0.0, 0.0, 0.0], [0.0, 0.0, 0.0], [0.0, 0.0, 0.0], [0.0, 0.0, 0.0]], "mulliken_charge": [-1.091, 0.673, 1.354, -0.488, -0.382, -0.069, -0.170, -0.117, 1.108, 0.694, 0.105, -0.504, -0.671, -0.290, -0.884, -0.226, -0.467, -1.008, -0.046, -0.323, -1.403, 0.095, -1.097, -1.459, -0.377, -0.136, -1.068, 0.964, -0.423, 0.041, -0.869, 0.281, -0.674, -0.262, -1.206, -1.037, -0.997, -0.939, 0.447, -0.486, -0.719, 0.525, 0.480, 0.487, 0.595, 0.277, 0.423, 0.034, 0.459, 0.418, 1.122, 0.370, 0.483, 0.468, 0.322, 0.646, 0.372, 0.588, 0.547, 0.387, 0.565, -0.125, 0.481, 0.304, 0.365, 0.464, 0.555, 0.376, 0.469, 0.479, 0.461, 0.271, 0.426, 0.590, 0.416, 0.496, 0.411, 0.554, 0.287, 0.277], "relative_energy_kcal_mol": 0.00, "multiplicity": 1, "orbital_gap_ev": 4.35, "mol_weight_g_mol": 908.33, "total_energy_ha": -4333.5260, "lumo_ha": -0.3917, "total_charge": 3, "fmax_ev_per_a": 0.8}